1.
24
Properties=species:S:1:pos:R:3 method="wB97M-V/def2-TZVPD" total_charge=+2 e_above_lowest_kcal_mol=39.4 orbital_gap_ha=0.3768 total_energy_ev=-14533.09334 multiplicity=1
C -3.73 0.33 -0.98
C -0.03 -0.60 -0.16
C -0.73 -1.19 -1.27
C 1.83 0.97 -0.18
C 0.27 -1.30 0.90
C 0.42 0.89 -0.52
C 0.17 1.27 -2.04
C 1.07 0.48 2.46
C 1.02 -0.98 2.17
N -2.70 -0.14 -1.13
N -0.74 -1.93 -2.16
O 2.93 1.10 -0.27
H -4.80 0.68 -0.83
H -0.17 -2.21 1.15
H -0.18 1.61 0.20
H 0.45 0.41 -2.64
H 0.82 2.06 -2.22
H -0.88 1.52 -2.01
H 0.13 0.99 2.34
H 1.74 0.92 1.79
H 1.59 0.61 3.40
H 0.61 -1.55 2.92
H 1.96 -1.41 1.97
H -1.04 -2.53 -2.89

---

2.
11
Properties=species:S:1:pos:R:3 method="wB97M-V/def2-TZVPD" total_charge=0 e_above_lowest_kcal_mol=85.1 orbital_gap_ha="0.3228 / 0.3228" total_energy_ev=-19057.96058 multiplicity=1
C -1.09 1.12 0.97
C -0.68 0.92 -0.25
N -0.20 0.21 1.54
O -0.42 -1.66 -0.92
O 1.74 -0.26 -0.57
O 0.48 0.01 -2.60
P 0.23 -0.36 -1.10
H -1.52 1.96 1.31
H -0.59 -0.65 1.57
H 1.86 -0.49 0.35
H 0.91 0.86 -2.56

---

3.
7
Properties=species:S:1:pos:R:3 method="wB97M-V/def2-TZVPD" total_charge=0 e_above_lowest_kcal_mol=74.8 orbital_gap_ha="0.3294 / 0.3491" total_energy_ev=-14361.32550 multiplicity=1
N 0.03 -0.81 0.29
N 1.71 0.36 -0.83
O -2.13 0.25 1.05
P -0.71 0.53 0.41
H 2.04 -0.64 -0.85
H 1.41 0.79 -1.70
H -2.34 -0.48 1.63

---

4.
24
Properties=species:S:1:pos:R:3 method="wB97M-V/def2-TZVPD" total_charge=0 e_above_lowest_kcal_mol=81.0 smiles=C[C@H](N)CN.O.O.O orbital_gap_ha=0.3452 total_energy_ev=-12490.21636 multiplicity=1
N -0.30 -1.47 -0.12
C -0.31 -0.73 1.12
C 0.74 -1.59 2.04
C 0.23 0.86 1.08
N -0.84 1.78 0.67
H -0.82 -1.16 -0.92
H -0.28 -2.40 0.10
H -1.34 -0.65 1.47
H 0.34 -2.42 2.72
H 1.64 -1.93 1.42
H 1.12 -0.85 2.74
H 0.85 0.56 0.23
H 0.93 1.06 1.93
H -0.38 2.55 0.08
H -1.42 2.07 1.41
H 3.21 0.14 -1.38
H 2.03 0.52 -2.44
O 2.34 0.68 -1.57
H -1.98 0.80 -0.32
H -2.92 -0.25 -1.57
O -2.47 0.43 -1.07
H -0.65 1.18 -2.85
H 0.16 0.40 -1.84
O 0.13 0.41 -2.90

---

5.
95
Properties=species:S:1:pos:R:3 method="wB97M-V/def2-TZVPD" total_charge=0 e_above_lowest_kcal_mol=61.8 smiles="CCOS(C)(=O)=O.CCOS(C)(=O)=O.CCOS(C)(=O)=O.CCOS(C)(=O)=O.CCOS(C)(=O)=O.O=C1OCCO1.O=C1OCCO1" orbital_gap_ha=0.3727 total_energy_ev=-119712.69936 multiplicity=1
O 11.41 -30.41 22.74
S 11.04 -30.20 24.11
O 11.75 -31.11 24.99
O 11.48 -28.72 24.64
C 12.86 -28.20 24.35
C 13.02 -26.90 24.90
C 9.38 -30.07 24.37
H 12.95 -28.38 23.34
H 13.63 -28.86 24.78
H 13.89 -26.65 24.80
H 12.89 -26.72 25.99
H 12.61 -25.99 24.23
H 9.09 -29.31 23.66
H 9.29 -29.91 25.48
H 9.31 -31.11 24.05
O 9.13 -31.57 16.56
S 8.44 -30.42 17.08
O 7.05 -30.40 16.95
O 8.67 -30.33 18.76
C 8.19 -31.42 19.49
C 8.46 -31.41 21.02
C 8.97 -28.89 16.50
H 8.60 -32.38 19.04
H 7.09 -31.54 19.18
H 9.56 -31.30 21.17
H 8.10 -32.41 21.62
H 7.92 -30.31 21.52
H 8.25 -28.17 16.86
H 8.72 -28.82 15.29
H 9.96 -28.60 16.91
O 10.63 -38.51 27.10
S 9.87 -38.17 25.90
O 8.49 -37.88 25.80
O 10.73 -36.96 25.33
C 10.53 -35.67 25.91
C 11.06 -34.54 25.10
C 10.07 -39.35 24.62
H 10.82 -35.74 26.99
H 9.57 -35.49 25.82
H 10.38 -34.38 24.26
H 11.89 -34.61 24.78
H 11.29 -33.67 25.57
H 9.55 -40.28 24.89
H 10.93 -39.66 24.20
H 9.52 -39.08 23.76
O 3.88 -37.53 30.28
S 5.17 -37.01 29.93
O 5.37 -35.54 30.05
O 6.19 -37.43 31.11
C 5.93 -36.92 32.37
C 6.75 -37.77 33.34
C 5.70 -37.76 28.39
H 4.88 -36.87 32.57
H 6.17 -35.77 32.54
H 7.81 -37.80 33.09
H 6.72 -38.77 33.27
H 6.65 -37.72 34.48
H 5.79 -38.70 28.58
H 6.59 -37.32 27.82
H 5.05 -37.57 27.61
O 8.83 -33.73 32.28
S 8.16 -33.42 31.07
O 8.80 -32.49 30.27
O 8.23 -34.84 30.23
C 9.44 -35.37 30.15
C 9.33 -36.71 29.50
C 6.59 -32.90 31.25
H 9.86 -35.46 31.17
H 9.97 -34.75 29.65
H 8.89 -36.58 28.66
H 8.80 -37.19 30.14
H 10.18 -37.35 29.32
H 6.03 -33.65 32.02
H 6.23 -32.93 30.32
H 6.46 -31.89 31.60
C 8.59 -32.93 27.45
C 7.25 -33.70 27.34
O 7.21 -34.13 26.02
C 8.14 -33.45 25.33
O 8.24 -33.51 24.08
O 8.83 -32.69 26.12
H 9.36 -33.47 27.98
H 8.04 -32.11 27.80
H 6.30 -33.40 27.60
H 7.31 -34.69 27.96
C 6.30 -29.44 27.54
C 6.35 -28.61 26.18
O 5.92 -29.61 25.32
C 5.49 -30.68 25.98
O 5.02 -31.63 25.49
O 5.60 -30.56 27.16
H 5.73 -29.07 28.26
H 7.37 -29.49 28.07
H 7.36 -28.37 25.99
H 5.75 -27.69 26.08

---

6.
30
Properties=species:S:1:pos:R:3 method="wB97M-V/def2-TZVPD" total_charge=+1 e_above_lowest_kcal_mol=45.5 smiles="CN1C2(CC2)C(=O)O[S@@]1(=O)=C=C[NH+](C)C" orbital_gap_ha=0.3133 total_energy_ev=-29521.20542 multiplicity=1
C -0.65 -0.09 1.43
C -0.51 1.74 -1.97
C 0.22 -0.21 2.43
C -1.39 0.06 -3.81
C -2.58 0.59 -3.08
C -1.24 0.49 -2.35
C -1.73 -1.63 -1.01
C 2.16 1.35 2.43
C 2.37 -1.08 3.25
N -1.08 -0.39 -1.22
N 1.72 -0.12 2.32
O -0.36 2.68 -2.69
O 1.23 -0.43 -0.45
O -0.08 1.73 -0.74
S -0.06 0.13 -0.16
H -0.09 -0.56 3.45
H -1.17 -0.96 -4.02
H -0.73 0.74 -4.28
H -2.71 1.63 -3.27
H -3.37 0.08 -2.63
H -1.11 -2.54 -1.05
H -2.27 -1.74 0.01
H -2.52 -1.94 -1.78
H 1.43 1.88 3.13
H 3.16 1.31 2.86
H 2.02 1.93 1.44
H 1.78 -1.27 4.18
H 2.25 -2.03 2.76
H 3.32 -0.91 3.51
H 2.00 -0.42 1.30